1.
ORCA calculation (ωB97M-V/def2-TZVPD) on C26H37Cl2N4OPbSi as an isolated structure.

Summary:
- HOMO (eV) = -3.75
- E_LUMO (eV) = 2.6
- total charge = -1
- 2S+1 = 1
- energy above the lowest of the compared OMol25 structures with the same formula, charge and spin (kcal/mol) = 3.97

Atoms and positions in Å:
Pb (-0.9283, -1.1930, 0.2855)
C (2.2749, 1.8714, 4.1663)
Si (1.0937, 0.5183, 3.5483)
C (0.3392, -0.2996, 5.0883)
C (2.2285, -0.8048, 2.7866)
N (-0.0150, 1.0368, 2.3888)
C (-0.9486, 1.9900, 2.5683)
C (-1.1493, 2.7216, 3.7723)
C (-2.1287, 3.6818, 3.9320)
C (-3.0007, 3.9906, 2.8967)
C (-2.8456, 3.3127, 1.6946)
C (-1.8513, 2.3729, 1.5354)
O (-1.7446, 1.7059, 0.3083)
C (-1.8085, 2.4476, -0.8340)
C (-1.1502, 3.6684, -0.9541)
C (-1.1728, 4.3341, -2.1676)
C (-1.8368, 3.7949, -3.2616)
C (-2.4921, 2.5810, -3.1313)
C (-2.4899, 1.9086, -1.9186)
H (2.8310, 1.5565, 5.0501)
H (1.7352, 2.7837, 4.4180)
H (2.9975, 2.1280, 3.3912)
H (1.0611, -0.3749, 5.9034)
H (-0.0161, -1.3062, 4.8617)
H (-0.5198, 0.2614, 5.4503)
H (2.6332, -1.4460, 3.5714)
H (3.0808, -0.3641, 2.2691)
H (1.7132, -1.4511, 2.0756)
H (-0.4880, 2.5092, 4.6007)
H (-2.2124, 4.1974, 4.8822)
H (-3.7778, 4.7337, 3.0127)
H (-3.5014, 3.5261, 0.8568)
H (-0.6379, 4.0808, -0.0957)
H (-0.6553, 5.2798, -2.2616)
H (-1.8349, 4.3137, -4.2103)
H (-2.9980, 2.1418, -3.9811)
H (-2.9921, 0.9592, -1.8015)
Cl (-1.8486, -3.8203, 4.0551)
C (-0.1925, -4.0113, 3.4556)
Cl (-0.1444, -4.7443, 1.8491)
H (0.3420, -4.6569, 4.1479)
H (0.2607, -3.0239, 3.3965)
N (0.9776, 0.5081, -0.4214)
C (1.9456, 0.4105, -1.5115)
C (1.4071, 0.9143, -2.8463)
N (0.3317, 0.1606, -3.4546)
H (0.5136, 1.4124, -0.3859)
H (1.4393, 0.4479, 0.4800)
H (2.2551, -0.6335, -1.6073)
H (2.8437, 1.0029, -1.2810)
H (2.2491, 0.9286, -3.5471)
H (1.0793, 1.9556, -2.7320)
H (0.5708, -0.8272, -3.4764)
H (-0.5071, 0.2304, -2.8855)
C (-1.9080, -2.5177, -3.7498)
C (-0.5109, -3.0466, -3.5760)
C (0.1362, -3.6293, -4.6517)
C (1.4266, -4.1283, -4.5502)
C (2.0721, -4.0303, -3.3258)
C (1.4718, -3.4500, -2.2221)
C (2.2292, -3.3851, -0.9235)
C (0.1463, -2.9320, -2.3141)
N (-0.4646, -2.3676, -1.2636)
H (-2.4955, -3.1745, -4.3938)
H (-1.9006, -1.5241, -4.2071)
H (-2.4030, -2.4358, -2.7847)
H (-0.3911, -3.6946, -5.5972)
H (1.9160, -4.5824, -5.4008)
H (3.0845, -4.4098, -3.2216)
H (3.2776, -3.1315, -1.0975)
H (2.2048, -4.3422, -0.3930)
H (1.7932, -2.6404, -0.2601)

Cartesian forces, eV/Å:
Pb 0.003 0.215 0.160
C -0.106 -0.073 -0.014
Si 0.193 -0.054 0.042
C 0.022 0.063 -0.146
C -0.137 0.162 0.114
N 0.076 -0.102 -0.198
C -0.017 0.053 0.017
C -0.009 -0.032 -0.018
C -0.053 0.050 0.009
C -0.026 0.053 0.032
C -0.066 0.036 -0.018
C 0.085 -0.005 0.140
O -0.141 -0.111 -0.050
C 0.046 0.050 -0.070
C -0.010 -0.016 0.006
C 0.012 0.008 -0.022
C 0.006 0.037 -0.030
C 0.016 -0.047 -0.029
C 0.122 0.003 0.035
H 0.071 -0.050 0.078
H -0.028 0.071 0.039
H 0.045 0.014 -0.092
H 0.076 -0.024 0.036
H -0.052 -0.060 -0.015
H -0.108 0.079 0.062
H 0.061 -0.056 0.082
H 0.056 0.063 -0.098
H -0.103 -0.108 -0.099
H 0.015 -0.013 0.090
H -0.004 0.000 0.016
H -0.011 0.009 0.011
H 0.018 -0.017 0.012
H 0.019 0.009 0.035
H 0.017 0.032 -0.006
H -0.003 0.017 -0.026
H -0.015 0.004 -0.003
H -0.045 -0.086 0.014
Cl -0.001 0.011 0.010
C 0.105 0.013 0.030
Cl 0.005 0.032 0.035
H -0.049 0.105 -0.088
H -0.042 -0.109 0.003
N -0.183 -0.004 0.183
C 0.179 0.148 -0.071
C 0.122 0.087 -0.004
N -0.232 -0.018 0.009
H 0.081 -0.021 -0.085
H -0.083 0.011 0.100
H -0.051 -0.021 -0.030
H 0.015 -0.072 -0.009
H -0.009 0.044 0.032
H 0.011 -0.031 0.015
H -0.043 0.024 -0.053
H 0.081 -0.066 -0.025
C 0.036 -0.019 0.053
C -0.040 -0.034 -0.062
C 0.016 -0.051 0.013
C 0.023 -0.025 -0.027
C 0.068 0.019 -0.045
C 0.111 -0.043 0.034
C 0.019 -0.009 -0.032
C 0.001 0.040 0.009
N -0.172 -0.224 -0.025
H 0.005 0.004 -0.062
H -0.012 0.075 0.018
H -0.028 -0.012 0.047
H -0.032 -0.009 -0.056
H 0.024 -0.013 -0.043
H 0.019 -0.013 -0.007
H 0.024 -0.031 0.008
H -0.035 0.022 0.018
H 0.036 0.017 0.012

2.
ORCA calculation (ωB97M-V/def2-TZVPD) on a 12-piece molecular cluster, C23H66F3O14S12 overall in a non-equilibrium geometry.

Summary:
- HOMO (eV) = -5.94
- E_LUMO (eV) = 1.4
- total charge = -1
- 2S+1 = 1
- energy above the lowest of the compared OMol25 structures with the same formula, charge and spin (kcal/mol) = 64.38

Atoms and positions in Å:
C (0.3317, 0.1538, -1.4285)
F (1.5527, 0.5388, -1.1618)
F (-0.2895, 1.1349, -1.9818)
F (0.2948, -0.7645, -2.3411)
S (-0.4830, -0.3596, 0.1484)
O (-1.8619, -0.2053, -0.1968)
O (-0.0641, -1.7094, 0.3548)
O (-0.0599, 0.6151, 1.0890)
C (-2.7921, -4.8800, -3.0759)
S (-3.5528, -3.3701, -3.6098)
O (-4.6008, -3.2353, -2.5179)
C (-2.2249, -2.2445, -3.1393)
H (-3.4887, -5.6385, -3.3250)
H (-2.6096, -4.8732, -2.0076)
H (-1.9153, -5.1085, -3.6062)
H (-2.4380, -1.2303, -3.4741)
H (-1.3062, -2.6169, -3.5873)
H (-2.2072, -2.1461, -2.0747)
C (3.2621, 2.0187, 4.8920)
S (1.5428, 1.6449, 5.3204)
O (0.8700, 2.7446, 6.1117)
C (0.7731, 2.0167, 3.7760)
H (3.5077, 1.4435, 3.9232)
H (3.9736, 1.6948, 5.6946)
H (3.3958, 3.0988, 4.6437)
H (0.7286, 3.1121, 3.5115)
H (-0.2153, 1.6912, 3.9302)
H (1.1198, 1.4294, 2.9785)
C (-3.0869, -3.5366, 0.7626)
S (-2.8387, -5.1444, 1.5118)
O (-2.5593, -4.9240, 2.9920)
C (-4.5981, -5.4602, 1.4741)
H (-3.2136, -2.6567, 1.3841)
H (-3.7487, -3.3902, -0.0422)
H (-2.0919, -3.3543, 0.3151)
H (-4.6394, -6.4104, 1.9250)
H (-5.0553, -5.4482, 0.4707)
H (-5.1154, -4.6591, 1.9910)
C (-0.6012, -0.6174, -5.5299)
S (-1.0037, 0.8783, -4.7228)
O (0.2725, 1.6929, -5.0022)
C (-2.1467, 1.3698, -6.0368)
H (-0.1296, -0.3777, -6.4593)
H (-1.5373, -1.1274, -5.6526)
H (0.2074, -1.1087, -5.0072)
H (-2.6287, 2.2739, -5.7160)
H (-2.9403, 0.6236, -6.0572)
H (-1.6404, 1.4594, -6.9808)
C (-4.6161, -0.2717, 2.3068)
S (-4.4326, 1.4349, 2.7838)
O (-5.2058, 1.5301, 4.1275)
C (-2.7369, 1.4948, 3.2323)
H (-5.6084, -0.6221, 1.9618)
H (-4.2311, -1.0304, 2.9633)
H (-4.0570, -0.4044, 1.3469)
H (-2.4421, 0.6705, 3.9018)
H (-2.5045, 2.4520, 3.7205)
H (-2.1576, 1.4226, 2.3373)
C (4.4349, 3.3324, -4.4362)
S (4.1002, 3.1129, -2.7134)
O (4.3414, 4.5595, -2.2248)
C (2.3187, 3.0345, -2.7521)
H (4.2199, 2.3357, -4.9715)
H (5.4378, 3.4620, -4.6940)
H (3.7040, 3.9433, -4.9733)
H (1.9887, 2.1656, -3.2304)
H (1.9823, 3.9306, -3.3209)
H (2.0151, 2.8626, -1.7263)
C (1.4715, -1.7077, 2.9591)
S (0.2326, -2.0491, 4.2037)
O (0.2665, -1.0006, 5.2684)
C (-1.2114, -1.8282, 3.1990)
H (1.1891, -0.8472, 2.3343)
H (1.3663, -2.5694, 2.3112)
H (2.4884, -1.6309, 3.3695)
H (-2.1729, -2.1618, 3.6909)
H (-0.9606, -2.5582, 2.3940)
H (-1.2126, -0.8422, 2.8484)
C (2.5636, 3.2255, 0.8641)
S (2.1201, 4.8726, 0.6929)
O (1.3830, 5.2867, 1.9697)
C (3.8386, 5.3832, 1.0002)
H (1.6197, 2.6850, 0.9061)
H (3.0891, 2.8973, 1.7667)
H (3.0913, 2.8300, 0.0542)
H (4.1854, 5.1189, 2.0144)
H (3.8005, 6.4838, 1.0792)
H (4.5767, 5.2205, 0.1974)
C (-1.5368, 5.8355, 0.3790)
S (-1.4926, 4.2543, 1.1837)
O (-2.9121, 4.0064, 1.6578)
C (-1.2970, 3.3496, -0.3812)
H (-2.1949, 5.8841, -0.4483)
H (-0.5475, 6.1127, -0.0049)
H (-1.7247, 6.5530, 1.1174)
H (-1.8472, 3.8332, -1.0869)
H (-1.6025, 2.3059, -0.3456)
H (-0.3038, 3.4988, -0.7153)
C (0.8022, -5.0037, 0.4773)
S (0.4649, -5.6792, -1.0756)
O (-0.9780, -6.2250, -0.9740)
C (0.6511, -4.2054, -2.0008)
H (1.7811, -4.4690, 0.5190)
H (0.9095, -5.7670, 1.1927)
H (0.0410, -4.3014, 0.7091)
H (0.5870, -4.4633, -3.0523)
H (1.5868, -3.7591, -1.6808)
H (-0.2030, -3.6114, -1.7952)
C (4.1813, 0.2266, 1.2104)
S (4.2937, -0.6055, -0.3632)
O (5.7715, -0.9357, -0.6340)
C (3.3395, -2.0870, 0.0042)
H (4.6251, -0.3154, 2.0015)
H (3.1532, 0.3957, 1.4378)
H (4.7208, 1.1602, 1.2074)
H (3.4618, -2.4663, 1.0402)
H (3.5859, -2.9046, -0.6550)
H (2.2600, -1.8780, -0.1528)

Cartesian forces, eV/Å:
C -1.049 -0.266 2.178
F 2.008 0.108 -0.050
F -1.246 2.819 -0.471
F 0.856 -2.713 -1.417
S -1.379 0.353 -1.559
O -1.377 -0.296 -0.467
O 0.945 -1.381 -0.046
O 1.389 1.117 1.352
C -0.124 0.388 0.164
S -0.847 0.228 1.811
O 0.217 0.383 -1.099
C -0.296 0.129 -0.690
H -0.841 -0.778 -0.048
H -0.007 0.167 0.091
H 1.422 -0.180 -0.726
H -0.131 -0.119 -0.316
H 0.127 0.161 0.154
H 0.210 -0.407 0.868
C 1.106 0.308 -1.296
S -0.990 1.029 0.573
O 1.215 -0.504 0.456
C 0.355 1.311 -0.421
H -0.406 0.595 1.494
H -0.793 0.324 -0.635
H -0.116 -0.655 0.367
H 0.482 -0.999 0.548
H -1.352 -0.342 0.318
H 0.742 -0.731 -1.216
C 3.044 1.172 -0.386
S -1.171 1.123 1.361
O 0.092 -0.207 -1.342
C -0.347 0.419 -1.014
H -0.185 -0.432 0.903
H -1.238 -0.733 -1.072
H -0.221 0.294 -0.011
H -0.867 -1.128 0.712
H 0.633 -0.355 0.117
H 0.154 -0.108 0.629
C 0.414 -0.520 0.033
S 1.914 1.886 -1.527
O -1.416 -0.462 0.921
C -0.660 -0.385 1.030
H -0.146 0.459 -0.872
H -0.029 -0.977 -0.101
H -0.345 -0.512 0.653
H 0.009 0.671 -0.060
H -0.011 -0.150 -0.216
H 0.298 0.065 -0.267
C 0.601 -1.167 -2.474
S -2.585 0.292 2.518
O 1.004 0.053 -1.926
C 0.895 -0.525 0.850
H 0.018 0.987 0.735
H 0.222 0.046 0.860
H 0.105 0.305 0.581
H -0.407 0.259 -0.071
H -0.483 -0.263 -0.272
H 0.490 -0.002 -0.715
C -2.575 -3.368 -2.072
S 0.494 2.912 0.439
O -0.025 -1.714 0.271
C 0.529 0.801 -0.343
H 0.205 0.839 0.953
H 1.592 0.921 0.188
H 0.390 0.694 0.594
H -0.437 -1.365 -1.223
H -0.056 -0.522 0.964
H -0.234 0.856 0.111
C -0.332 0.509 -0.707
S 0.035 -0.507 1.912
O -0.073 -0.088 -0.455
C -0.213 -2.473 -0.033
H 0.309 -0.038 0.447
H 0.353 -0.265 -0.232
H -0.529 -0.082 0.159
H 1.371 0.424 -0.239
H -0.684 0.679 0.264
H -0.287 1.421 -0.639
C -1.465 -2.461 1.479
S 0.839 1.894 2.121
O 0.761 -0.530 -1.693
C 0.524 2.307 0.098
H -0.258 -0.323 -0.082
H 0.004 0.841 0.145
H 0.959 -0.209 -1.530
H -0.389 -0.617 -0.530
H -0.199 -0.188 -0.174
H -0.602 -0.608 0.199
C 1.901 0.028 -0.434
S -1.464 -0.956 0.083
O 1.049 0.276 -0.473
C 0.429 -0.874 1.800
H -1.098 -0.143 -0.544
H 0.090 -0.379 0.110
H -0.678 1.043 1.106
H -2.067 1.322 -1.956
H 0.217 0.114 0.473
H 1.400 -0.278 -0.095
C 1.706 1.474 0.435
S -0.961 -3.336 -0.136
O 1.951 1.468 -0.569
C -0.630 -0.108 -0.543
H -0.617 -0.276 -0.440
H -0.392 -1.105 0.881
H -0.793 0.627 0.497
H 0.463 -0.017 -0.197
H -0.012 0.175 -0.305
H -0.565 1.122 0.442
C 0.206 0.039 -0.102
S 2.041 0.102 -1.381
O -2.100 0.086 0.788
C -0.810 -0.365 1.199
H 0.463 -1.107 0.787
H -0.940 0.179 0.076
H 0.082 0.388 -0.615
H 0.113 0.383 -0.496
H 0.528 0.046 -0.490
H 0.581 0.174 0.214

Q: Number 1 is which compound?
A: C26H37Cl2N4OPbSi

Q: What is the formula in the first record?
A: C26H37Cl2N4OPbSi

Q: Which value of energy above the lowest of the compared OMol25 structures with the same formula, charge and spin does entry 2 give?
A: 64.38 kcal/mol

Q: What is the energy above the lowest of the compared OMol25 structures with the same formula, charge and spin in the first record?
A: 3.97 kcal/mol